Record 1
{
  "formula": "C27H29CoF3NO5S",
  "method": "ωB97M-V with the def2-TZVPD basis set",
  "spin_multiplicity": 4,
  "e_lumo_ha": [0.0876, 0.0875],
  "homo_lumo_gap_ev": [7.2, 7.8],
  "total_charge": -1,
  "symbols": ["Co", "N", "C", "C", "C", "C", "C", "C", "C", "C", "C", "C", "C", "C", "H", "H", "H", "H", "H", "H", "H", "H", "H", "H", "C", "C", "C", "S", "O", "C", "C", "C", "H", "H", "H", "H", "H", "H", "H", "H", "H", "H", "H", "H", "H", "H", "F", "C", "F", "F", "C", "O", "O", "O", "C", "O", "C", "C", "C", "C", "C", "C", "H", "H", "H", "H", "H"],
  "positions_angstrom": [[-0.348303, 0.620861, -0.433242], [-2.130894, -0.587122, -1.172710], [-1.915487, -1.304917, -2.369401], [-2.201091, -2.665033, -2.477255], [-1.851331, -3.407959, -3.604660], [-1.238388, -2.790667, -4.661421], [-0.938964, -1.443033, -4.566345], [-1.293229, -0.642744, -3.471318], [-0.964336, 0.833897, -3.473688], [-1.159407, 1.535150, -4.668658], [-0.801557, 2.863616, -4.800245], [-0.180284, 3.483603, -3.749943], [-0.041011, 2.815609, -2.544513], [-0.420931, 1.468250, -2.331118], [-2.408290, -1.148987, -0.370418], [-2.712326, 0.230502, -1.282593], [-2.696167, -3.184220, -1.656413], [-2.044509, -4.476281, -3.667555], [-0.917938, -3.334126, -5.551791], [-0.418790, -0.962599, -5.376064], [-1.641104, 1.028202, -5.504960], [-1.003866, 3.370685, -5.752786], [0.160874, 4.499084, -3.818902], [0.392807, 3.376629, -1.732635], [0.470792, -4.833773, 1.844790], [-0.877906, -4.102270, 1.769467], [-1.027899, -3.094250, 2.900779], [-0.092711, -1.552225, 2.454130], [-1.039949, -0.793933, 1.521802], [-0.112749, -0.706530, 4.050491], [-1.405793, -0.067045, 4.533053], [-2.647069, -0.953457, 4.780611], [0.658922, -5.474994, 0.974351], [0.550746, -5.496435, 2.749822], [1.275252, -4.109868, 1.896245], [-1.694629, -4.834358, 1.748573], [-0.929391, -3.617807, 0.788272], [-0.646930, -3.503197, 3.829328], [-2.034445, -2.775102, 3.099091], [0.625215, 0.095664, 3.935208], [0.302233, -1.431762, 4.789517], [-1.671926, 0.715345, 3.831859], [-1.165154, 0.454718, 5.451685], [-3.216848, -1.152601, 3.874022], [-3.311515, -0.418962, 5.464197], [-2.379272, -1.907574, 5.287509], [-0.662135, 4.579877, 2.004446], [-0.756916, 3.910616, 0.858930], [-0.773624, 4.854404, -0.107981], [0.402772, 3.233735, 0.682349], [-1.994076, 2.985329, 0.767455], [-3.090907, 3.511176, 0.929973], [-1.718379, 1.740907, 0.575674], [2.063855, 0.511397, 2.223577], [2.231120, 0.612420, 1.015586], [1.438406, 0.170071, 0.118378], [3.463453, 1.290296, 0.468859], [4.401799, 1.905777, 1.316212], [5.467396, 2.604106, 0.783567], [5.647528, 2.694663, -0.588054], [4.722649, 2.083767, -1.444123], [3.643142, 1.375569, -0.902591], [4.261574, 1.912503, 2.387209], [6.176801, 3.098085, 1.454830], [6.515654, 3.221490, -0.996716], [4.823434, 2.138706, -2.523227], [2.882003, 0.947118, -1.560520]],
  "forces_ev_per_a": [[-0.818, 0.188, -0.251], [0.140, -0.401, 0.399], [0.583, 0.095, -0.874], [-0.003, -0.225, 0.269], [-0.321, -0.331, 0.278], [0.610, 0.162, -0.461], [-0.397, 0.773, 0.225], [-0.048, -0.272, 0.330], [0.116, -0.417, 0.250], [-0.395, -0.401, -0.136], [-0.244, -0.288, -1.164], [-0.008, 0.193, 0.637], [0.055, -0.647, 0.166], [0.156, 0.434, -0.266], [-0.104, 0.173, -0.244], [-0.093, 0.224, 0.125], [0.097, 0.220, -0.016], [-0.137, 0.159, 0.228], [-0.169, 0.018, 0.283], [0.146, 0.128, -0.220], [0.079, 0.074, 0.099], [0.178, -0.106, 0.436], [0.049, 0.404, -0.103], [0.148, -0.004, 0.163], [-0.110, -0.741, 0.585], [0.305, -0.480, -0.401], [0.308, 0.483, -0.361], [-0.736, 0.167, -0.567], [0.588, -0.798, 0.738], [0.289, -0.194, 0.673], [-0.574, -0.340, -0.314], [0.503, -0.094, 0.575], [-0.163, 0.198, 0.112], [-0.171, 0.639, -0.675], [0.242, 0.134, 0.012], [0.035, 0.154, 0.281], [-0.072, 0.256, 0.147], [0.339, -0.023, 0.227], [-0.509, 0.045, -0.224], [-0.005, -0.303, -0.183], [-0.262, 0.304, -0.485], [-0.102, 0.133, -0.281], [0.152, 0.056, 0.315], [0.161, -0.086, -0.042], [-0.053, -0.047, -0.076], [-0.162, 0.482, -0.385], [-0.076, -0.082, 0.619], [0.540, 0.160, -0.849], [-0.208, 0.000, -0.115], [-0.083, 0.075, 0.268], [-0.442, -1.346, 0.142], [0.739, -0.188, -0.124], [-0.474, 1.336, 0.119], [0.090, 0.128, 0.576], [0.018, -0.098, -0.166], [0.152, -0.227, -0.185], [0.558, 0.349, 0.378], [-0.554, -0.029, -0.284], [0.480, 0.211, 0.254], [-0.073, -0.221, -0.727], [0.061, -0.154, 0.539], [0.016, 0.378, -0.612], [-0.172, -0.265, 0.043], [-0.225, -0.169, -0.216], [-0.361, -0.103, 0.126], [0.079, 0.080, 0.107], [0.309, 0.064, 0.277]]
}

---

Record 2
{
  "formula": "C27H29FN2O3SbSe5W",
  "method": "ωB97M-V with the def2-TZVPD basis set",
  "e_lumo_ha": [0.0155, 0.0155],
  "homo_lumo_gap_ev": [4.1, 4.1],
  "total_charge": -1,
  "symbols": ["W", "C", "C", "C", "C", "C", "C", "C", "C", "C", "C", "C", "C", "H", "H", "H", "H", "H", "H", "H", "H", "H", "H", "H", "H", "H", "H", "H", "H", "H", "H", "Se", "Sb", "Se", "Se", "Se", "C", "C", "C", "C", "C", "C", "C", "F", "C", "C", "C", "O", "C", "C", "N", "C", "C", "O", "O", "H", "H", "H", "H", "H", "H", "H", "H", "H", "H", "H", "Se", "C", "N"],
  "positions_angstrom": [[-0.301447, 0.212935, 0.898873], [-3.249242, -0.740051, 5.182451], [-3.028961, -1.062131, 3.726090], [-2.620874, -2.330115, 3.285234], [-2.111324, -3.376561, 4.239880], [-2.646095, -2.638190, 1.921596], [-2.192079, -4.006021, 1.480853], [-3.082942, -1.691118, 0.988452], [-3.455566, -2.113771, -0.410695], [-3.283768, -0.359255, 1.403879], [-3.897178, 0.638468, 0.440826], [-3.263563, -0.060406, 2.785308], [-3.542143, 1.339515, 3.267049], [-4.208540, -0.231528, 5.305675], [-2.477019, -0.081224, 5.585041], [-3.255664, -1.623504, 5.810591], [-1.044914, -3.538699, 4.059887], [-2.615750, -4.334372, 4.092903], [-2.189827, -3.085929, 5.281033], [-2.909033, -4.785778, 1.757203], [-1.245472, -4.254205, 1.960332], [-2.024201, -4.053988, 0.408795], [-2.683092, -1.863213, -1.139972], [-4.375574, -1.620388, -0.723994], [-3.632503, -3.185446, -0.456962], [-4.985380, 0.653120, 0.568168], [-3.677090, 0.396013, -0.596137], [-3.544700, 1.652085, 0.605862], [-2.958141, 1.566022, 4.158635], [-4.598894, 1.471103, 3.523833], [-3.289167, 2.083969, 2.516321], [-0.145764, -1.778961, 7.254135], [0.252381, 0.387405, 6.285418], [0.025807, 0.166523, 3.176675], [-0.922727, 2.414453, 0.690813], [2.605847, 0.844684, 6.014208], [2.082351, 1.464929, -6.017984], [2.398048, 2.469493, -4.917669], [3.784647, 3.086451, -5.047691], [4.861222, 2.079970, -4.665085], [4.638457, 1.649351, -3.245437], [5.666985, 1.382167, -2.380347], [5.408244, 0.991070, -1.062136], [6.466337, 0.772141, -0.266558], [4.144195, 0.824131, -0.586114], [3.074480, 1.083415, -1.463172], [1.721107, 0.848186, -1.017427], [1.577446, 0.444034, 0.193765], [0.671879, 1.072685, -1.931226], [0.993874, 1.596594, -3.160731], [2.234210, 1.838883, -3.581329], [3.314937, 1.528104, -2.766908], [-0.780298, 0.653871, -1.764241], [-1.653871, 1.126230, -2.450285], [-0.899821, -0.397100, -0.975751], [2.124656, 1.961166, -6.987952], [1.082624, 1.048831, -5.896242], [2.789879, 0.635474, -6.017276], [1.663345, 3.275358, -4.954027], [3.855997, 3.954668, -4.388718], [3.910906, 3.433569, -6.073416], [5.857817, 2.506298, -4.775815], [4.810148, 1.211838, -5.328182], [6.696311, 1.461449, -2.707441], [3.952258, 0.498438, 0.426832], [0.186417, 1.836802, -3.841732], [2.769837, -2.950224, 0.481819], [1.123509, -2.407812, 0.795898], [0.046467, -1.991889, 1.024314]],
  "forces_ev_per_a": [[-0.320, 0.291, 2.705], [0.009, -0.006, -0.028], [-0.027, -0.014, 0.002], [-0.014, -0.016, 0.022], [0.003, 0.009, 0.000], [-0.047, -0.010, -0.015], [-0.011, -0.023, 0.012], [0.034, -0.050, 0.121], [0.093, -0.002, -0.046], [-0.166, 0.089, -0.090], [-0.022, -0.048, -0.040], [0.121, 0.128, -0.012], [-0.038, -0.004, 0.002], [0.007, 0.019, 0.000], [-0.042, -0.016, -0.016], [0.004, 0.011, 0.009], [-0.003, -0.012, -0.020], [-0.006, 0.003, 0.011], [-0.003, 0.003, 0.008], [-0.017, 0.010, -0.013], [-0.013, -0.003, 0.001], [0.017, 0.001, 0.003], [-0.004, 0.009, 0.012], [0.000, 0.006, 0.001], [-0.011, 0.002, 0.006], [-0.008, -0.046, -0.038], [0.052, 0.030, 0.008], [-0.032, -0.004, 0.019], [-0.009, -0.007, 0.006], [-0.002, -0.003, -0.010], [-0.002, 0.001, 0.005], [0.051, 0.080, -0.048], [0.220, 0.070, 0.667], [0.045, -0.337, -1.420], [0.042, -0.418, -0.242], [-0.174, -0.040, -0.093], [0.023, -0.030, 0.007], [-0.005, -0.031, -0.088], [-0.016, -0.032, 0.062], [0.005, -0.004, -0.010], [-0.126, 0.046, 0.053], [0.059, -0.048, 0.036], [0.055, 0.003, -0.034], [-0.067, -0.007, -0.042], [0.028, 0.002, -0.034], [-0.095, -0.062, 0.142], [0.181, -0.167, -0.092], [-0.586, 0.042, -0.136], [0.038, 0.087, -0.365], [-0.048, 0.064, 0.123], [0.051, 0.062, -0.001], [0.078, 0.053, -0.100], [0.268, -0.516, -0.538], [0.091, 0.016, -0.121], [0.029, 0.552, 0.354], [0.013, -0.008, -0.002], [0.000, 0.003, 0.008], [0.002, 0.003, -0.001], [-0.033, -0.028, 0.024], [0.011, 0.020, -0.026], [-0.013, 0.009, 0.001], [-0.007, 0.016, 0.004], [0.050, 0.002, -0.007], [-0.002, 0.032, 0.013], [-0.007, -0.062, -0.019], [-0.005, 0.002, 0.006], [0.129, -0.129, -0.109], [-0.134, -0.047, 0.053], [0.305, 0.456, -0.646]]
}

---

Record 3
{
  "formula": "C27H29HgN9",
  "method": "ωB97M-V with the def2-TZVPD basis set",
  "spin_multiplicity": 2,
  "e_lumo_ha": [0.0931, 0.0930],
  "homo_lumo_gap_ev": [3.2, 6.5],
  "total_charge": -1,
  "symbols": ["Hg", "C", "C", "C", "C", "N", "C", "C", "C", "C", "C", "C", "C", "H", "H", "H", "H", "H", "H", "H", "H", "N", "N", "N", "C", "N", "N", "H", "H", "H", "C", "C", "N", "C", "N", "C", "C", "C", "N", "C", "H", "H", "H", "H", "H", "H", "H", "H", "H", "H", "H", "H", "H", "C", "C", "C", "C", "C", "C", "C", "C", "H", "H", "H", "H", "H"],
  "positions_angstrom": [[-0.383641, 0.776008, -1.686020], [4.487773, 0.448318, -0.873878], [4.784224, 1.832666, -0.773214], [3.794127, 2.751792, -0.972524], [2.456670, 2.344623, -1.268474], [2.203999, 0.990035, -1.391175], [3.182250, 0.121352, -1.199827], [1.365288, 3.267298, -1.425031], [1.574076, 4.670857, -1.279469], [0.542402, 5.582143, -1.346768], [-0.768384, 5.156052, -1.566690], [-0.990826, 3.785566, -1.735110], [0.018233, 2.836510, -1.685839], [5.238465, -0.315943, -0.722477], [5.791229, 2.163282, -0.542233], [4.042371, 3.801692, -0.900533], [2.899893, -0.925966, -1.323725], [2.569058, 5.052860, -1.093057], [0.757090, 6.638362, -1.218050], [-1.589559, 5.862974, -1.601628], [-2.011114, 3.457350, -1.916876], [-6.038908, -1.093932, -0.703902], [-5.135929, -0.099213, -1.058407], [-5.510607, 1.131737, -1.312798], [-4.326590, 1.708051, -1.509481], [-3.312800, 0.845052, -1.383567], [-3.853465, -0.313348, -1.082276], [-6.945780, -0.784316, -1.031600], [-5.760471, -1.941449, -1.185856], [-4.209496, 2.749720, -1.749262], [1.506694, -2.094083, 3.200953], [2.028376, -1.791842, 1.805889], [1.033046, -0.999138, 1.138272], [0.433826, 0.076515, 1.727525], [-0.249792, 0.881193, 0.995813], [-0.909495, 2.011658, 1.614048], [-0.156568, 2.495965, 2.842883], [0.027341, 1.325914, 3.791094], [0.629653, 0.208677, 3.090636], [1.297875, -0.774996, 3.923415], [2.199858, -2.719212, 3.766634], [0.555716, -2.622089, 3.102258], [2.179257, -2.708412, 1.235369], [2.996126, -1.273669, 1.867028], [0.921000, -1.053153, 0.136650], [-1.941903, 1.744270, 1.885284], [-0.964906, 2.808393, 0.869400], [-0.685359, 3.309860, 3.343206], [0.823441, 2.861495, 2.525550], [-0.941224, 1.029847, 4.219925], [0.685838, 1.598709, 4.622057], [0.696308, -0.930649, 4.826348], [2.270516, -0.378868, 4.247047], [-0.494696, -1.331767, -1.868473], [-0.536709, -2.545766, -1.843848], [-0.623704, -3.974433, -1.824860], [-1.672577, -4.633873, -2.475983], [-1.783877, -6.013808, -2.426857], [-0.852835, -6.769889, -1.726046], [0.203026, -6.129685, -1.091115], [0.320033, -4.749970, -1.143655], [-2.398057, -4.040962, -3.017522], [-2.602897, -6.506263, -2.937303], [-0.951496, -7.846939, -1.674507], [0.939681, -6.711181, -0.550140], [1.148932, -4.251962, -0.657253]],
  "forces_ev_per_a": [[0.806, -0.138, -0.257], [0.070, -0.034, 0.043], [-0.086, -0.024, -0.012], [0.103, -0.003, 0.012], [-0.145, 0.063, 0.023], [-0.034, -0.047, -0.027], [-0.040, 0.074, -0.026], [0.122, -0.107, 0.094], [-0.059, 0.080, -0.026], [0.021, -0.078, 0.022], [-0.045, 0.050, 0.000], [0.001, 0.000, -0.120], [-0.255, -0.161, 0.089], [-0.009, -0.008, -0.026], [0.000, 0.014, -0.004], [-0.015, -0.003, 0.012], [0.028, -0.005, 0.004], [0.004, -0.004, -0.007], [0.011, 0.002, 0.003], [0.007, -0.002, -0.025], [0.024, -0.030, 0.009], [-0.042, -0.033, 0.115], [0.024, 0.053, -0.027], [-0.026, 0.009, 0.014], [-0.048, -0.055, -0.010], [-0.189, 0.029, 0.077], [-0.003, 0.001, -0.003], [0.019, -0.006, -0.060], [0.009, 0.019, -0.028], [0.023, 0.000, 0.010], [0.014, 0.044, -0.055], [-0.007, 0.027, 0.016], [-0.140, -0.187, 0.011], [0.063, 0.197, -0.033], [-0.147, -0.143, 0.100], [0.075, -0.032, -0.025], [-0.010, -0.037, -0.021], [0.067, 0.062, -0.079], [-0.059, -0.103, 0.032], [-0.003, 0.011, -0.048], [0.008, 0.014, 0.008], [0.012, -0.032, 0.030], [0.005, -0.002, -0.014], [0.024, -0.021, -0.018], [0.046, 0.059, 0.024], [0.001, 0.036, 0.018], [-0.044, 0.000, -0.008], [0.005, 0.004, 0.002], [-0.004, 0.042, 0.023], [0.011, 0.005, 0.040], [-0.002, -0.012, 0.010], [0.006, 0.006, 0.008], [-0.004, 0.002, 0.036], [-0.235, 0.369, 0.127], [0.069, 0.026, -0.096], [-0.026, -0.013, 0.009], [-0.011, 0.001, 0.010], [0.017, -0.018, 0.014], [-0.014, 0.012, -0.003], [-0.015, -0.013, -0.011], [0.027, 0.005, 0.012], [-0.004, 0.001, 0.005], [-0.012, 0.016, 0.003], [0.021, -0.003, -0.020], [0.009, 0.014, 0.001], [-0.020, 0.009, 0.025]]
}

---

What strongest force on any atom values result from the calculations? In sequence: 1.4, 2.7, 0.9 eV/Å.